Entry 1:
Below is a structure of composition C5H10O3, with properties calculated with ωB97M-V/def2-TZVPD.

Atoms and positions in Å:
C 1.369 0.872 1.670
C 0.980 1.114 0.246
O -0.955 0.800 0.255
O -1.448 0.386 1.541
O 1.225 2.005 -0.494
H -2.402 0.463 1.403
H 2.459 0.854 1.722
H 0.953 -0.059 2.045
H 0.986 1.701 2.267
C -0.498 -0.257 -2.131
C -0.247 -0.709 -0.735
C -0.451 -1.889 -0.154
H 0.812 -0.091 -0.326
H -0.149 -1.015 -2.837
H -1.564 -0.081 -2.281
H 0.025 0.677 -2.342
H -0.292 -2.050 0.903
H -0.804 -2.721 -0.752

The energy above the lowest of the compared OMol25 structures with the same formula, charge and spin is 178.17 kcal per mole. The calculation puts the total energy at -11482.46039 eV. As for the charge: 0. The maximum force comes out at 0.654 eV Å⁻¹. The frontier orbital gap (spin up / spin down) is 8.1 / 8.1 eV. The calculation puts the HOMO energy (spin up / spin down) at -7.96 / -7.96 eV. As for the spin multiplicity: 1.

Charges in e, computed with Mulliken, in the same order as the atoms: -1.07 0.91 -0.37 -0.36 -0.49 0.30 0.35 0.25 0.32 -1.16 0.81 -0.85 -0.10 0.37 0.25 0.33 0.25 0.28

=====

Entry 2:
Below is a structure of composition C46H28Cl4CrN8, with properties calculated with ωB97M-V/def2-TZVPD.

Atoms and positions in Å:
Cr 0.210 -0.307 -0.070
Cl 1.539 -6.767 6.627
C 1.275 -5.628 5.350
C 0.737 -6.061 4.149
C 0.529 -5.145 3.130
C 0.857 -3.803 3.303
C 1.399 -3.391 4.516
C 1.608 -4.296 5.544
C 0.650 -2.818 2.204
C -0.654 -2.470 1.860
C -1.822 -3.019 2.489
C -2.896 -2.492 1.862
C -2.399 -1.595 0.858
C -3.210 -0.807 0.055
C -4.687 -0.982 0.160
C -5.305 -2.098 -0.395
C -6.678 -2.265 -0.304
C -7.436 -1.307 0.350
Cl -9.151 -1.508 0.468
C -6.840 -0.190 0.915
C -5.467 -0.033 0.814
C -2.723 0.151 -0.833
N -1.397 0.442 -1.046
C -1.374 1.479 -1.950
C -0.233 2.087 -2.469
C -0.423 3.250 -3.387
C -0.334 4.548 -2.895
C -0.518 5.637 -3.733
C -0.794 5.420 -5.074
Cl -1.029 6.775 -6.126
C -0.882 4.135 -5.584
C -0.695 3.054 -4.736
C 1.060 1.662 -2.213
C 2.227 2.232 -2.823
C 3.291 1.530 -2.374
C 2.787 0.532 -1.473
N 1.423 0.620 -1.387
C 3.592 -0.359 -0.767
C 3.103 -1.245 0.182
C 3.921 -2.164 0.924
C 3.106 -2.821 1.777
C 1.775 -2.329 1.553
N 1.789 -1.373 0.566
C 5.059 -0.341 -1.036
C 5.561 -0.826 -2.239
C 6.922 -0.803 -2.498
C 7.784 -0.285 -1.545
Cl 9.486 -0.246 -1.864
C 7.305 0.206 -0.340
C 5.942 0.174 -0.091
C -2.712 1.837 -2.312
C -3.544 1.006 -1.633
N -1.022 -1.597 0.867
H 0.490 -7.105 4.015
H 0.115 -5.478 2.187
H 1.657 -2.348 4.660
H 2.024 -3.978 6.490
H -1.812 -3.717 3.309
H -3.938 -2.675 2.065
H -4.708 -2.841 -0.908
H -7.161 -3.128 -0.740
H -7.447 0.543 1.428
H -4.993 0.834 1.258
H -0.107 4.708 -1.847
H -0.443 6.648 -3.357
H -1.093 3.986 -6.634
H -0.761 2.046 -5.128
H 2.221 3.058 -3.515
H 4.330 1.669 -2.620
H 4.982 -2.292 0.789
H 3.368 -3.594 2.480
H 4.881 -1.230 -2.979
H 7.317 -1.185 -3.429
H 7.993 0.610 0.389
H 5.558 0.560 0.845
H -2.975 2.605 -3.022
H -4.620 0.962 -1.680
N -1.923 4.907 2.764
C -1.576 3.831 2.055
N -2.317 3.482 0.997
N -0.490 3.174 2.461
C -0.163 2.110 1.805
N 0.172 1.136 1.273
H -2.699 5.493 2.516
H -1.347 5.160 3.549
H -3.158 3.976 0.757
H -2.090 2.666 0.446

The calculation puts the total energy at -138588.01121 eV. As for the charge: +1. The maximum force comes out at 0.285 eV Å⁻¹. The frontier orbital gap (spin up / spin down) is 6.1 / 5.8 eV. The calculation puts the HOMO energy (spin up / spin down) at -9.89 / -9.84 eV. As for the spin multiplicity: 4.

Charges in e, computed with Mulliken, in the same order as the atoms: 0.18 -0.20 0.40 -0.97 0.15 -0.72 0.07 -0.99 1.53 0.26 -1.38 -1.32 -0.05 1.31 -0.87 0.06 -0.93 0.37 -0.19 -1.00 0.17 0.34 0.47 0.02 1.26 -1.07 0.26 -1.01 0.40 -0.20 -0.97 0.23 0.07 -1.55 -1.24 0.10 0.58 1.42 0.25 -1.40 -1.37 -0.14 0.76 -0.75 0.07 -0.96 0.40 -0.20 -1.01 0.14 -1.30 -1.18 0.58 0.42 0.48 0.49 0.42 0.53 0.51 0.51 0.43 0.42 0.51 0.51 0.42 0.43 0.52 0.52 0.52 0.54 0.53 0.49 0.42 0.42 0.49 0.56 0.58 -0.34 0.55 -0.27 -0.81 0.81 -0.29 0.20 0.26 0.26 0.10